one:
Density functional theory data (ωB97M-V/def2-TZVPD) for C8H14O2 as an isolated structure.

Values from the calculation:
charge: 0
HOMO-LUMO gap: 9.53 eV
highest occupied orbital energy: -8.84 eV

Geometry as XYZ:
```
24
C8H14O2 (ωB97M-V/def2-TZVPD)
C 1.29 -1.17 1.70
O 1.97 -0.71 0.56
C -0.03 -0.79 1.05
C -0.97 -1.99 1.25
C -2.39 -1.92 0.70
C -3.28 -0.83 1.31
C -2.94 0.57 0.87
C -1.74 1.15 1.04
C -0.57 0.48 1.72
H 1.40 -2.25 1.87
H 1.55 -0.55 2.57
H -0.47 -2.88 0.82
H -1.05 -2.20 2.33
H -2.36 -1.80 -0.40
H -2.86 -2.90 0.87
H -4.33 -1.04 1.04
H -3.22 -0.90 2.41
H -3.72 1.15 0.38
H -1.61 2.18 0.72
H -0.85 0.23 2.76
H 0.25 1.20 1.83
O 0.10 -0.58 -0.74
H 1.50 -0.59 -0.52
H -0.57 0.07 -0.97
```

two:
Density functional theory data (ωB97M-V/def2-TZVPD) for one molecule with the formula C8H14O2.

Values from the calculation:
charge: 0
HOMO-LUMO gap: 10.23 eV
highest occupied orbital energy: -9.46 eV

Geometry as XYZ:
```
24
C8H14O2 (ωB97M-V/def2-TZVPD)
C 0.63 -0.32 -0.11
C -1.85 0.70 -0.50
C 1.55 -0.23 -1.34
C 1.21 -1.28 0.93
C 0.17 1.23 1.94
C 0.35 1.15 0.44
C -0.76 -0.64 -0.48
C -1.32 -1.78 -0.82
O -1.65 1.48 -1.64
O 0.61 2.13 -0.24
H -0.82 1.98 -1.50
H -2.81 0.20 -0.63
H -2.05 1.28 0.41
H 0.51 -1.49 1.73
H 1.12 0.44 -2.08
H 1.67 -1.22 -1.78
H 2.53 0.13 -1.03
H 2.12 -0.85 1.36
H 1.47 -2.22 0.46
H 1.14 1.10 2.42
H -0.22 2.22 2.18
H -0.52 0.47 2.31
H -2.30 -1.79 -1.28
H -0.77 -2.70 -0.76
```

It comes down to two, which is 0.0712 hartree more stable than the next structure.